(1)
DFT (wB97M-V/def2-TZVPD) results for C47H31ClF12IN2O4PPt as an isolated structure.

Each line ends with the Mulliken spin population.
Cartesian coordinates (Å):
1 Pt 0.041 0.129 0.168  1.607
2 C 6.699 -2.908 0.551  -0.002
3 C 5.299 -2.481 0.205  0.024
4 C 4.809 -2.592 -1.098  -0.007
5 C 3.535 -2.185 -1.390  0.031
6 C 2.675 -1.638 -0.392  0.059
7 N 1.438 -1.240 -0.753  0.381
8 C 0.801 -1.774 -1.885  -0.027
9 C 0.670 -3.160 -1.983  0.040
10 C -0.041 -3.734 -3.017  -0.002
11 C -0.622 -2.938 -4.000  0.012
12 C -1.367 -3.541 -5.162  -0.001
13 C -0.470 -1.560 -3.902  0.004
14 C 0.219 -0.958 -2.857  0.037
15 C 0.442 0.564 -2.815  -0.005
16 O 0.850 1.065 -1.608  0.233
17 C -0.865 1.316 -3.277  -0.025
18 F -0.961 1.433 -4.618  0.000
19 F -1.968 0.669 -2.865  0.004
20 F -0.907 2.543 -2.772  -0.002
21 C 1.603 0.887 -3.803  0.025
22 F 1.421 0.406 -5.041  0.003
23 F 1.792 2.205 -3.902  0.000
24 F 2.737 0.336 -3.337  -0.001
25 C 3.180 -1.491 0.928  -0.085
26 C 4.467 -1.930 1.178  -0.016
27 C 2.330 -0.987 2.112  0.170
28 O 1.191 -0.296 1.866  0.308
29 C 1.894 -2.248 2.936  0.002
30 F 1.015 -2.948 2.202  -0.007
31 F 2.891 -3.087 3.261  0.002
32 F 1.292 -1.878 4.071  0.000
33 C 3.221 -0.053 3.031  0.010
34 F 4.041 0.710 2.279  0.000
35 F 2.468 0.777 3.743  0.000
36 F 3.992 -0.727 3.905  0.002
37 H 7.038 -3.714 -0.101  0.000
38 H 7.392 -2.071 0.430  0.002
39 H 6.766 -3.242 1.586  0.000
40 H 5.444 -2.984 -1.886  0.000
41 H 3.172 -2.227 -2.407  -0.002
42 H 1.107 -3.771 -1.200  0.004
43 H -0.152 -4.813 -3.061  0.001
44 H -1.424 -4.626 -5.073  0.000
45 H -2.386 -3.150 -5.223  0.001
46 H -0.869 -3.301 -6.104  0.001
47 H -0.907 -0.939 -4.674  0.000
48 H 4.863 -1.857 2.180  -0.001
49 Cl -2.034 6.786 0.921  0.040
50 C -1.959 5.074 0.610  0.190
51 C -3.064 4.426 0.144  -0.061
52 C -3.041 3.038 -0.090  0.171
53 I -4.751 2.052 -0.755  0.050
54 C -1.908 2.279 0.131  0.211
55 O -1.849 0.977 -0.043  0.435
56 C -0.756 2.982 0.599  -0.059
57 N 0.354 2.225 0.808  0.154
58 C 1.458 2.764 1.255  -0.017
59 C 1.534 4.137 1.547  -0.013
60 C 0.439 4.927 1.349  0.044
61 C -0.762 4.364 0.856  0.001
62 H -3.971 4.985 -0.042  0.004
63 H 2.305 2.107 1.384  0.010
64 H 2.462 4.548 1.919  0.000
65 H 0.470 5.987 1.571  0.006
66 O -1.174 -1.792 0.297  0.063
67 P -2.383 -2.639 0.533  -0.012
68 C -3.069 -3.119 -1.056  0.011
69 C -3.143 -2.097 -2.007  -0.015
70 C -3.656 -2.366 -3.265  0.000
71 C -4.092 -3.649 -3.579  0.000
72 C -4.018 -4.666 -2.636  0.000
73 C -3.509 -4.403 -1.369  0.000
74 C -3.687 -1.747 1.379  0.009
75 C -3.402 -0.498 1.924  -0.006
76 C -4.411 0.227 2.546  0.007
77 C -5.692 -0.298 2.626  0.000
78 C -5.977 -1.549 2.087  0.002
79 C -4.977 -2.273 1.459  -0.001
80 C -2.028 -4.126 1.472  0.004
81 C -1.127 -5.043 0.923  0.001
82 C -0.726 -6.147 1.656  -0.001
83 C -1.218 -6.338 2.943  0.001
84 C -2.114 -5.432 3.491  0.000
85 C -2.520 -4.324 2.758  -0.001
86 H -2.787 -1.100 -1.759  0.002
87 H -3.719 -1.571 -4.001  0.000
88 H -4.493 -3.858 -4.564  0.000
89 H -4.359 -5.664 -2.885  0.000
90 H -3.450 -5.194 -0.631  0.000
91 H -2.402 -0.096 1.839  -0.011
92 H -4.197 1.205 2.958  -0.002
93 H -6.479 0.273 3.106  0.000
94 H -6.980 -1.951 2.149  0.000
95 H -5.199 -3.241 1.020  0.000
96 H -0.742 -4.879 -0.077  0.000
97 H -0.024 -6.855 1.233  0.000
98 H -0.897 -7.196 3.522  0.000
99 H -2.492 -5.583 4.494  0.000
100 H -3.210 -3.611 3.191  0.000

**Kohn-Sham gap (spin up / spin down)**: 5.02 / 2.02 eV
**2S+1**: 5
**Lowest unoccupied orbital energy (spin up / spin down)**: -1.2183 / -3.9386 eV



(2)
DFT (wB97M-V/def2-TZVPD) results for C47H35N2O5P2S2W as an isolated structure.

Each line ends with the Löwdin charge.
Cartesian coordinates (Å):
1 W -0.260 -0.441 -0.309  1.357
2 C 0.621 5.245 -3.222  -0.052
3 C -0.225 4.423 -3.960  -0.042
4 C -0.771 3.294 -3.377  -0.079
5 C -0.446 2.962 -2.059  -0.360
6 C 0.382 3.793 -1.323  -0.102
7 C 0.914 4.937 -1.903  -0.052
8 P -1.180 1.473 -1.347  0.990
9 C -2.924 1.896 -1.232  -0.312
10 C -3.906 0.923 -1.044  -0.076
11 C -5.219 1.310 -0.826  -0.042
12 C -5.553 2.653 -0.756  -0.057
13 C -4.575 3.626 -0.918  -0.070
14 C -3.265 3.256 -1.165  -0.092
15 C -1.174 -1.208 -2.758  -0.258
16 C -0.759 -1.425 -4.211  -0.306
17 C 0.069 -2.639 -4.426  0.057
18 C 0.400 -3.472 -3.421  -0.043
19 C 0.233 -3.072 -2.035  -0.057
20 C -0.444 -1.952 -1.700  -0.212
21 H 1.041 6.132 -3.678  0.113
22 H -0.464 4.669 -4.986  0.117
23 H -1.455 2.672 -3.945  0.121
24 H 0.596 3.564 -0.288  0.063
25 H 1.554 5.588 -1.321  0.110
26 H -3.675 -0.130 -1.123  0.069
27 H -5.980 0.549 -0.716  0.120
28 H -6.580 2.947 -0.583  0.112
29 H -4.836 4.675 -0.872  0.109
30 H -2.513 4.022 -1.299  0.099
31 H -1.151 0.528 -4.853  0.164
32 H 0.350 -2.874 -5.446  0.130
33 H 0.928 -4.392 -3.633  0.107
34 H 0.795 -3.626 -1.286  0.100
35 O -2.530 -2.908 1.720  -0.196
36 S -1.701 -1.767 1.643  0.581
37 O -0.262 -1.980 1.272  -0.436
38 O -2.088 -0.699 0.624  -0.449
39 C -1.751 -0.878 3.157  -0.268
40 C -2.605 -1.337 4.145  -0.025
41 C -2.731 -0.607 5.320  -0.035
42 C -2.011 0.563 5.484  -0.036
43 C -1.153 1.009 4.486  -0.060
44 C -1.011 0.298 3.302  -0.301
45 P 0.245 0.818 2.071  1.070
46 C 1.763 0.363 2.974  -0.327
47 C 2.307 1.175 3.972  -0.092
48 C 3.396 0.744 4.710  -0.057
49 C 3.946 -0.510 4.477  -0.059
50 C 3.385 -1.340 3.520  -0.060
51 C 2.294 -0.910 2.779  -0.102
52 C 0.120 2.629 2.071  -0.385
53 C -1.145 3.191 1.893  -0.102
54 C -1.288 4.562 1.758  -0.060
55 C -0.172 5.389 1.813  -0.063
56 C 1.089 4.836 1.979  -0.071
57 C 1.240 3.460 2.084  -0.115
58 H -3.166 -2.247 3.984  0.123
59 H -3.395 -0.956 6.098  0.120
60 H -2.110 1.137 6.396  0.118
61 H -0.594 1.925 4.634  0.114
62 H 1.874 2.141 4.192  0.098
63 H 3.810 1.383 5.479  0.113
64 H 4.795 -0.846 5.057  0.113
65 H 3.783 -2.334 3.360  0.114
66 H 1.824 -1.586 2.079  0.071
67 H -2.026 2.556 1.856  0.117
68 H -2.274 4.985 1.619  0.114
69 H -0.287 6.461 1.723  0.115
70 H 1.963 5.474 2.012  0.115
71 H 2.234 3.039 2.174  0.105
72 S 4.339 -0.789 -0.502  1.115
73 C 3.943 0.871 -0.622  -0.334
74 C 2.602 1.030 -0.617  -0.230
75 N 1.890 -0.145 -0.497  -0.195
76 C 2.706 -1.179 -0.417  -0.467
77 H 4.701 1.630 -0.724  0.085
78 H 2.069 1.959 -0.739  0.092
79 H 2.352 -2.194 -0.313  0.084
80 O -3.712 -1.524 -2.630  0.020
81 C -2.667 -1.462 -3.261  -0.307
82 N -0.650 0.217 -2.411  -0.189
83 C 0.392 0.488 -3.498  -0.333
84 O 1.450 0.966 -3.252  0.161
85 C -0.232 -0.060 -4.738  -0.150
86 C 0.381 -0.180 -6.082  -0.058
87 C -0.426 -0.652 -7.052  -0.107
88 C -1.833 -1.056 -6.977  -0.089
89 C -2.623 -1.439 -5.924  -0.031
90 C -2.191 -1.599 -4.581  -0.110
91 H 1.420 0.062 -6.264  0.109
92 H -0.001 -0.710 -8.050  0.102
93 H -2.325 -1.059 -7.943  0.088
94 H -3.671 -1.614 -6.145  0.115

**Kohn-Sham gap (spin up / spin down)**: 4.39 / 4.44 eV
**2S+1**: 1
**Lowest unoccupied orbital energy (spin up / spin down)**: -3.9571 / -3.9143 eV
**Total charge**: +1



(3)
DFT (wB97M-V/def2-TZVPD) results for C47H36BrIN5O4P2RuSe2 as an isolated structure.

Each line ends with the Mulliken spin population.
Cartesian coordinates (Å):
1 Ru 2.217 1.668 -0.636  0.989
2 C -0.957 1.794 -4.091  0.001
3 C -1.448 2.365 -2.800  -0.007
4 N -2.663 2.835 -2.719  -0.002
5 C -3.089 3.384 -1.555  0.013
6 C -2.311 3.484 -0.438  -0.006
7 C -2.876 4.113 0.807  -0.001
8 O -2.995 3.192 1.895  0.000
9 C -0.983 2.977 -0.491  0.027
10 C -0.160 3.023 0.681  0.000
11 N 1.041 2.568 0.786  -0.015
12 C 1.613 2.526 2.086  -0.030
13 C 1.959 3.644 2.819  0.005
14 C 2.538 3.483 4.070  0.000
15 C 2.764 2.212 4.583  0.000
16 C 2.420 1.088 3.849  0.001
17 C 1.858 1.262 2.600  0.010
18 I 4.520 1.535 0.704  0.038
19 C -0.531 2.394 -1.684  -0.002
20 O 0.650 1.924 -1.892  0.015
21 H -1.756 1.830 -4.828  0.000
22 H -0.609 0.769 -3.950  0.000
23 H -0.093 2.359 -4.447  0.000
24 H -4.104 3.766 -1.555  0.001
25 H -3.847 4.558 0.573  0.000
26 H -2.234 4.914 1.176  0.000
27 H -3.527 2.449 1.592  0.000
28 H -0.604 3.432 1.586  -0.001
29 H 1.800 4.625 2.391  0.000
30 H 2.824 4.355 4.642  0.000
31 H 3.221 2.093 5.556  0.000
32 H 2.588 0.090 4.227  0.000
33 Se 0.177 -4.996 1.896  0.000
34 P -0.596 -3.100 2.314  0.000
35 C -0.646 -2.717 4.101  0.000
36 C -0.970 -1.467 4.638  0.000
37 C -1.064 -1.296 6.007  0.000
38 C -0.831 -2.364 6.864  0.000
39 C -0.506 -3.604 6.342  0.000
40 C -0.414 -3.780 4.968  0.000
41 C -2.302 -2.850 1.712  0.000
42 C -3.166 -1.899 2.255  0.000
43 C -4.455 -1.767 1.766  0.000
44 C -4.884 -2.552 0.706  0.000
45 C -4.031 -3.498 0.162  0.000
46 C -2.753 -3.665 0.679  0.000
47 C 0.361 -1.688 1.605  0.001
48 C 0.744 -1.187 0.323  -0.013
49 N 1.407 -0.042 0.537  0.006
50 N 1.420 0.117 1.860  -0.001
51 N 0.830 -0.845 2.514  0.001
52 P 0.452 -1.779 -1.406  -0.005
53 Se 1.780 -1.060 -2.844  0.005
54 C -1.258 -1.278 -1.748  0.006
55 C -1.746 -1.565 -3.023  0.000
56 C -3.001 -1.126 -3.408  0.000
57 C -3.774 -0.380 -2.530  0.000
58 C -3.293 -0.092 -1.265  -0.001
59 C -2.039 -0.535 -0.870  -0.007
60 C 0.551 -3.574 -1.309  0.001
61 C -0.495 -4.392 -1.714  0.001
62 C -0.301 -5.763 -1.807  0.000
63 C 0.939 -6.310 -1.515  0.000
64 C 1.992 -5.488 -1.132  0.000
65 C 1.801 -4.124 -1.033  -0.001
66 H -1.114 -0.609 4.000  0.000
67 H -1.308 -0.320 6.407  0.000
68 H -0.900 -2.225 7.935  0.000
69 H -0.319 -4.441 7.001  0.000
70 H -0.158 -4.747 4.557  0.000
71 H -2.862 -1.283 3.088  0.000
72 H -5.125 -1.043 2.215  0.000
73 H -5.885 -2.431 0.312  0.000
74 H -4.367 -4.130 -0.650  0.000
75 H -2.101 -4.438 0.300  0.000
76 H -1.121 -2.102 -3.727  0.001
77 H -3.363 -1.340 -4.405  0.000
78 H -4.739 -0.002 -2.844  0.000
79 H -3.892 0.496 -0.582  0.001
80 H -1.678 -0.282 0.119  0.002
81 H -1.462 -3.966 -1.947  0.000
82 H -1.118 -6.402 -2.116  0.000
83 H 1.089 -7.379 -1.591  0.000
84 H 2.961 -5.913 -0.907  0.000
85 H 2.628 -3.479 -0.756  0.000
86 Br 2.278 5.181 -3.934  0.000
87 C 3.963 4.365 -4.214  0.000
88 C 4.779 4.903 -5.196  0.000
89 C 5.999 4.311 -5.482  0.000
90 C 6.402 3.170 -4.803  0.000
91 C 5.581 2.631 -3.830  -0.002
92 C 4.362 3.230 -3.515  -0.002
93 C 3.570 2.597 -2.437  -0.016
94 O 2.936 3.287 -1.567  -0.010
95 O 3.514 1.350 -2.312  -0.002
96 H 4.452 5.780 -5.738  0.000
97 H 6.632 4.743 -6.247  0.000
98 H 7.349 2.703 -5.033  0.000
99 H 5.865 1.741 -3.286  -0.001

**Kohn-Sham gap (spin up / spin down)**: 7.17 / 6.51 eV
**2S+1**: 2
**Lowest unoccupied orbital energy (spin up / spin down)**: -0.4934 / -1.0961 eV



Per-record energy, eV: -126179.6334 -104589.2703 -294962.0641
Per-record max |F|, hartree/bohr: 0.078 0.006 0.011